Record 1
Below is C18H19IN2PbTe as an isolated structure at a distorted geometry, with properties calculated with ωB97M-V with the def2-TZVPD basis set.

XYZ file:
```
42
Properties=species:S:1:pos:R:3
C 2.937 3.659 0.827
C 4.069 2.695 0.475
H 2.666 4.284 -0.021
H 3.247 4.333 1.626
H 2.037 3.157 1.189
H 3.780 1.905 -0.219
H 4.902 3.240 0.009
H 4.498 2.232 1.374
C -2.502 1.142 -0.852
C -3.786 1.009 -1.368
C -4.064 -0.090 -2.180
C -3.052 -1.026 -2.378
H -2.273 1.938 -0.131
H -4.542 1.752 -1.139
H -5.032 -0.256 -2.646
H -3.250 -1.923 -2.948
N -1.485 0.319 -1.163
C -1.774 -0.824 -1.848
C -0.736 -1.859 -1.937
N 0.458 -1.631 -1.321
C 1.346 -2.640 -1.246
C -0.036 -4.097 -2.555
C 1.150 -3.881 -1.862
H 2.244 -2.465 -0.644
H 1.921 -4.652 -1.811
C -0.991 -3.092 -2.561
H -1.946 -3.250 -3.055
H -0.250 -5.027 -3.087
Pb 0.755 0.923 -0.327
I -0.570 2.668 1.637
Te 0.039 -0.891 1.966
C 0.113 -0.013 3.840
C -0.974 0.687 4.417
C -0.716 1.562 5.483
C 0.578 1.657 6.030
C 1.616 0.842 5.535
C 1.390 -0.011 4.446
H -1.959 0.586 3.962
H -1.530 2.174 5.884
H 0.773 2.357 6.848
H 2.604 0.867 6.004
H 2.156 -0.659 4.013
```

Its spin multiplicity is 1. Its net charge is 0. The calculation puts the gap between HOMO and LUMO at 5.728 eV.

---

Record 2
Below is a single C2H3N2PS molecule at a distorted geometry, with properties calculated with ωB97M-V with the def2-TZVPD basis set.

XYZ file:
```
9
Properties=species:S:1:pos:R:3
P -1.178 1.762 -0.528
C -0.098 0.362 -0.101
N 0.203 -0.140 1.023
C 1.129 -1.074 0.995
S 1.645 -1.295 -0.639
N 0.697 -0.224 -1.244
H -2.067 1.089 0.252
H -1.616 1.127 -1.683
H 1.284 -1.606 1.926
```

Its spin multiplicity is 1. Its SMILES is Pc1ncsn1. The value obtained for the relative energy (zero: lowest compared OMol25 entry of this formula, charge and spin) is 18.1 kcal/mol. Its net charge is 0. The calculation puts the gap between HOMO and LUMO at 9.327 eV.

---

Number 2 is which compound? C2H3N2PS